(1)
DFT (wB97M-V/def2-TZVPD) results for C6H14N3Pt as an isolated structure at a distorted geometry.

Geometry as XYZ:
```
24
Properties=species:S:1:pos:R:3
Pt -1.45 0.36 -1.52
N -2.99 0.88 0.07
N -0.05 -0.01 -0.08
N 2.88 -0.70 2.84
C 0.47 1.04 0.61
C 1.44 0.84 1.59
C 1.33 -1.54 1.14
C -0.16 -0.24 -2.99
C 0.35 -1.29 0.17
C 1.88 -0.47 1.86
H -1.53 1.68 -2.29
H -2.66 1.43 0.88
H 1.66 -2.55 1.33
H -3.74 1.45 -0.36
H 0.13 2.05 0.39
H 0.80 0.31 -2.93
H -0.58 -0.13 -4.00
H 1.86 1.68 2.13
H -0.07 -2.11 -0.39
H 3.29 0.09 3.36
H -3.47 0.05 0.46
H 0.02 -1.32 -2.78
H -2.62 0.13 -2.53
H 3.21 -1.65 3.03
```

Summary:
Kohn-Sham gap (alpha / beta)   6.1 / 6.5 eV
Spin multiplicity   5
Largest force on an atom   3.40 eV/Å
Total charge   +1
Energy above the lowest of the compared OMol25 structures with the same formula, charge and spin   23.5 kcal per mole


(2)
DFT (wB97M-V/def2-TZVPD) results for a 2-piece molecular cluster, C6H14N4 overall at a distorted geometry.

Geometry as XYZ:
```
24
Properties=species:S:1:pos:R:3
N 3.44 -1.81 1.61
N -0.20 -0.94 -0.86
N 1.71 -0.99 0.44
N -3.47 10.61 -0.36
C 0.43 -3.46 -0.07
C -0.83 -4.23 0.11
C 2.33 -2.09 0.96
C 0.61 -1.67 -0.08
C -0.24 -4.19 -1.24
C 1.88 -3.52 0.56
H -3.58 9.66 -0.14
H -0.76 -5.20 0.75
H 0.07 -5.14 -1.62
H -3.95 11.40 0.19
H -0.93 -1.31 -1.47
H -2.54 10.77 -0.06
H -1.83 -3.71 0.29
H 1.86 -4.12 1.49
H 2.58 -3.82 -0.25
H 0.11 0.02 -0.96
H -0.72 -3.52 -1.90
H 3.64 -0.94 2.08
H -3.60 10.77 -1.42
H 3.98 -2.56 1.93
```

Summary:
Kohn-Sham gap   9.4 eV
Largest force on an atom   5.81 eV/Å
Total charge   +2
Energy above the lowest of the compared OMol25 structures with the same formula, charge and spin   30.7 kcal per mole


(3)
DFT (wB97M-V/def2-TZVPD) results for a 2-piece molecular cluster, C6H14N4O overall at a distorted geometry.

Geometry as XYZ:
```
25
Properties=species:S:1:pos:R:3
O 3.30 0.82 -0.77
N -2.57 -0.76 0.72
N -0.08 0.62 0.83
N 2.47 -0.25 -0.97
N 2.72 -1.11 -0.07
C -1.71 -0.64 -0.47
C -0.94 0.68 -0.34
C -0.77 -1.82 -0.60
C 3.70 -0.65 0.77
C -1.84 1.89 -0.30
C 4.07 0.55 0.31
H -1.24 2.79 -0.43
H 0.36 1.53 0.99
H -2.35 -0.59 -1.37
H -0.29 0.75 -1.23
H -0.10 -1.82 0.26
H -2.41 1.95 0.65
H -1.32 -2.79 -0.59
H -2.61 1.82 -1.10
H -3.11 -1.62 0.65
H -0.16 -1.76 -1.51
H -3.26 -0.01 0.69
H 4.78 1.29 0.63
H -0.65 0.36 1.62
H 4.02 -1.21 1.63
```

Summary:
Kohn-Sham gap   9.8 eV
Largest force on an atom   1.07 eV/Å
SMILES   C[C@@H](N)[C@@H](C)N.c1conn1
Energy above the lowest of the compared OMol25 structures with the same formula, charge and spin   47.5 kcal per mole


(4)
DFT (wB97M-V/def2-TZVPD) results for one molecule with the formula C6H14N4O2 at a distorted geometry.

Geometry as XYZ:
```
26
Properties=species:S:1:pos:R:3
O 3.04 2.05 0.54
O 2.11 2.19 -1.60
N -3.29 -1.02 -0.94
N -1.95 -1.02 0.90
N 3.14 -0.70 0.00
N -3.55 -2.71 0.53
C -1.65 0.40 0.88
C 2.52 1.55 -0.43
C 2.07 0.16 -0.46
C -2.90 -1.67 0.19
C -0.43 0.68 -0.02
C 0.83 0.04 0.49
H -3.17 -3.30 1.29
H -3.89 -1.59 -1.50
H 0.65 -1.03 0.65
H -0.23 1.70 -0.03
H -1.83 -1.38 1.87
H 3.37 -0.53 1.00
H 1.82 -0.08 -1.46
H 1.08 0.51 1.48
H 2.90 -1.67 -0.20
H -2.62 -0.39 -1.42
H -1.58 0.98 1.75
H -0.72 0.24 -0.98
H -2.49 0.74 0.30
H 2.43 3.12 -1.58
```

Summary:
Kohn-Sham gap   9.1 eV
Largest force on an atom   4.94 eV/Å
SMILES   [H]/N=C(/N)NCCC[C@H](N)C(=O)O
Energy above the lowest of the compared OMol25 structures with the same formula, charge and spin   31.8 kcal per mole


(5)
DFT (wB97M-V/def2-TZVPD) results for an isolated ion of composition C6H14NO and charge -1 at a distorted geometry.

Geometry as XYZ:
```
22
Properties=species:S:1:pos:R:3
O 2.65 2.80 -0.13
N -1.43 -1.50 0.18
C -1.48 -1.02 1.68
C -0.44 -0.77 -0.64
C 1.76 2.00 0.22
C 0.93 1.26 -1.04
C -1.40 -2.98 -0.07
C -0.41 0.71 -0.46
H -1.29 1.07 -1.14
H 0.53 -1.22 -0.29
H 1.58 0.45 -1.47
H 2.03 1.22 0.90
H 0.88 2.48 0.85
H -0.45 0.97 0.61
H -0.59 -0.97 -1.72
H -2.38 -0.43 1.65
H -1.55 -2.02 2.24
H -2.24 -3.49 0.46
H -1.17 -3.27 -1.08
H 0.89 2.06 -1.82
H -0.53 -0.36 1.92
H -0.64 -3.54 0.58
```

Summary:
Kohn-Sham gap   5.6 eV
Largest force on an atom   4.02 eV/Å
Total charge   -1
SMILES   CN(C)CCCC[O-]
Energy above the lowest of the compared OMol25 structures with the same formula, charge and spin   65.7 kcal per mole


(6)
DFT (wB97M-V/def2-TZVPD) results for a 2-piece molecular cluster, C6H14NO overall.

Geometry as XYZ:
```
22
Properties=species:S:1:pos:R:3
O -0.97 0.96 -0.21
N -1.74 0.89 3.42
C -0.08 -1.51 -1.81
C 1.31 -0.97 -1.67
C 2.32 -1.72 -1.24
C -0.89 0.55 1.08
C 1.46 0.49 -1.98
C -1.72 1.41 2.04
H 2.49 0.83 -1.82
H -2.74 1.43 1.65
H -0.14 -2.55 -1.48
H 2.17 -2.76 -0.98
H -0.81 0.93 3.81
H -1.24 -0.50 1.25
H 3.32 -1.30 -1.11
H 0.74 1.03 -1.34
H -0.40 -1.47 -2.86
H 1.19 0.70 -3.02
H -2.35 1.43 4.01
H 0.16 0.55 1.49
H -0.75 -0.86 -1.22
H -1.34 2.44 1.98
```

Summary:
Kohn-Sham gap   6.8 eV
Largest force on an atom   0.19 eV/Å
Total charge   -1
Energy above the lowest of the compared OMol25 structures with the same formula, charge and spin   18.4 kcal per mole